The following is a DFT calculation (wB97M-V/def2-TZVPD) of the ion C11H16N2P with charge +1 at a distorted geometry.

Output
Charge   +1
Total energy   -23925.4850 eV
Structure (SMILES)   PN(c1ccccc1)C1([C@H]2C[NH2+]2)CC1
LUMO level   -2.96 eV

Geometry (Å):
P1 0.4142 2.7830 -0.4626
N1 0.5633 -1.3436 -1.4930
N2 0.1551 1.2836 0.4832
C1 1.5426 -0.3256 -1.0695
C2 2.5784 1.0382 0.9273
C3 -2.1228 0.9200 -0.5567
C4 1.9583 -1.7328 -1.1503
C5 -1.1717 -0.7089 0.9218
C6 -3.4525 -0.9441 0.0837
C7 -2.3609 -1.4745 0.8610
C8 1.3206 0.4677 0.3158
C9 -3.3284 0.2451 -0.6592
C10 -1.0520 0.5514 0.2752
C11 1.8559 -0.1468 1.5477
H1 -0.3921 -1.1591 1.4566
H2 3.4624 0.6659 0.4966
H3 1.7442 0.4138 -1.8553
H4 -0.7589 3.3951 0.0621
H5 2.2838 -1.0796 1.7251
H6 1.0650 3.4931 0.6664
H7 0.3118 -1.2190 -2.4737
H8 -4.4356 -1.3516 0.0799
H9 -2.4278 -2.4416 1.2959
H10 1.2859 0.2105 2.4248
H11 2.4918 -2.1854 -1.9418
H12 -0.1024 -1.5723 -0.7700
H13 2.1242 -2.2010 -0.2024
H14 2.7180 1.9062 1.5361
H15 -4.0504 0.6077 -1.3314
H16 -2.2200 1.9048 -1.1933



The following is a DFT calculation (wB97M-V/def2-TZVPD) of the molecule C13H12N4O4 at a distorted geometry.

Output
ΔE to the lowest compared entry with this formula, charge and spin   20.12 kcal per mole
Charge   0
Total energy   -27823.8915 eV
Structure (SMILES)   CC1=C2C(=O)Nc3c(cccc3[N+](=O)[O-])[C@@H]2NC(=O)N1C
LUMO level   -0.90 eV

Geometry (Å):
O1 0.1439 -2.8550 -1.2412
O2 1.2131 -2.3470 4.7340
O3 -0.8537 3.3127 -1.7587
O4 1.7701 -3.3503 2.9004
N1 0.7329 -1.9798 0.6830
N2 0.4922 1.8192 -1.0448
N3 1.4849 -2.3333 3.5276
N4 -1.4921 1.1325 -2.1986
C1 -2.3412 -1.2327 -2.1891
C2 0.1564 -1.8556 -0.5405
C3 1.9094 0.0410 3.6030
C4 -1.2858 -0.2196 -1.8166
C5 1.5357 -1.0853 2.8398
C6 1.9427 1.3056 2.9773
C7 0.8802 0.4712 -0.6490
C8 -2.6130 1.5880 -3.0214
C9 1.5610 1.4759 1.6356
C10 -0.6445 2.1019 -1.7155
C11 1.1735 0.3493 0.8583
C12 -0.1570 -0.5507 -1.0516
C13 1.1598 -0.9141 1.4703
H1 1.6565 2.4764 1.1698
H2 2.1987 -0.0169 4.6548
H3 -3.3348 -0.9240 -1.8238
H4 -2.1533 -2.1799 -1.7400
H5 2.3086 2.1646 3.5345
H6 -2.7789 2.6330 -2.9348
H7 0.9614 2.6108 -0.6504
H8 -2.5181 1.3160 -4.0534
H9 0.9716 -2.9374 0.9537
H10 -2.3677 -1.3953 -3.2893
H11 1.7960 0.2494 -1.1986
H12 -3.5086 1.1293 -2.6248



The following is a DFT calculation (wB97M-V/def2-TZVPD) of a cluster of 6 separate species, C12H38N2O8 in total at a distorted geometry.

Output
ΔE to the lowest compared entry with this formula, charge and spin   36.94 kcal per mole
Charge   0
Total energy   -32416.4152 eV
Structure (SMILES)   COCCNCCOC.COCCNCCOC.O.O.O.O
LUMO level   0.31 eV

Geometry (Å):
O1 0.9252 -4.6948 3.0410
O2 2.7173 1.4517 7.0783
O3 1.5499 -3.2298 -5.2065
O4 -1.0801 2.2833 -1.6028
O5 -0.3246 -0.8894 1.5846
O6 -4.1903 -1.8013 0.1833
O7 -0.1801 1.0511 -9.6258
O8 -2.8875 1.8487 7.8517
N1 -0.7629 1.1589 5.9707
N2 1.3450 -1.0725 -8.2586
C1 -3.2869 2.1732 9.1828
C2 1.6675 1.5074 6.1577
C3 0.3844 0.8706 6.8231
C4 -2.4012 0.5050 7.6836
C5 -1.8925 0.3031 6.2843
C6 0.4834 -3.0656 -4.3112
C7 1.0470 1.2729 -8.9700
C8 1.8769 -2.1631 -6.0627
C9 0.9103 -2.1340 -7.2873
C10 -0.2945 1.6971 -10.8602
C11 3.8179 2.2940 6.5992
C12 1.1595 0.2978 -7.7822
H1 -0.1485 -1.9211 -7.1398
H2 -3.7706 3.1486 9.1313
H3 1.8909 1.2283 -9.6584
H4 -1.0846 2.1058 6.1117
H5 4.6906 2.1960 7.2450
H6 -3.2856 -1.6865 0.4742
H7 -1.6244 1.7045 -2.1366
H8 -1.2821 1.4454 -11.2467
H9 1.9663 1.1182 5.1843
H10 -0.2323 -0.2688 2.3075
H11 1.7594 -5.1509 2.9304
H12 0.4194 -5.2582 3.6265
H13 1.9043 0.6057 -7.0484
H14 0.9515 -2.4183 -3.5696
H15 -0.8430 1.7545 -0.8409
H16 -3.2014 -0.1986 7.9129
H17 1.4953 2.5765 6.0333
H18 0.9294 -3.1244 -7.7422
H19 -4.1468 -1.7293 -0.7702
H20 0.4749 1.4729 -11.5989
H21 -0.4295 -2.6293 -4.7166
H22 0.3275 -4.0100 -3.7896
H23 -1.8255 -0.7768 6.1521
H24 0.9052 2.2804 -8.5788
H25 4.2856 2.0549 5.6440
H26 2.8571 -2.3158 -6.5145
H27 -2.4338 2.1750 9.8611
H28 0.2218 0.3501 -7.2289
H29 0.2152 1.2782 7.8198
H30 -2.6924 0.6687 5.6403
H31 -0.1468 -1.7439 1.9777
H32 1.9312 -1.1982 -5.5586
H33 -4.0331 1.4772 9.5663
H34 3.5778 3.3569 6.5739
H35 -0.1499 2.7716 -10.7480
H36 0.8982 -1.2404 -9.1487
H37 0.6394 -0.1804 6.9590
H38 -1.5945 0.4170 8.4113



The following is a DFT calculation (wB97M-V/def2-TZVPD) of a cluster of 10 separate species, C14H48N15O10 in total at a distorted geometry.

Output
ΔE to the lowest compared entry with this formula, charge and spin   0.00 kcal per mole
Charge   -1
Total energy   -58132.3096 eV
LUMO level   2.11 eV

Geometry (Å):
O1 3.0429 -2.4424 3.1978
O2 -0.7255 5.4137 -2.9143
O3 0.8058 5.1105 3.6160
O4 -3.5386 0.1606 4.5792
O5 1.7004 -0.0495 -4.6703
O6 -2.8896 -2.5399 -0.6561
O7 -5.6055 1.1552 -0.1853
O8 0.8515 -5.6484 -0.0944
O9 0.5905 1.7573 0.1496
O10 4.4102 2.2069 -2.7951
N1 -1.2566 -5.0961 -0.7956
N2 0.1827 4.3403 -1.1123
N3 1.6586 3.4937 2.1867
N4 -0.5783 3.7835 2.3754
N5 3.5235 2.7942 -0.7688
N6 2.3271 1.4790 -2.2064
N7 0.3088 -3.4509 -0.4705
N8 -1.7317 0.6809 3.2701
N9 -4.9554 -2.3844 0.3183
N10 -4.6165 2.5618 -1.6678
N11 -3.0842 -2.6394 1.6197
N12 -3.8261 0.6108 2.3647
N13 3.0878 -2.1204 -0.4369
N14 -4.3793 0.2592 -1.8772
N15 -1.1501 3.1849 -2.5755
C1 0.0376 -4.7866 -0.4085
C2 -0.2910 0.6995 0.2003
C3 3.6339 -2.4653 0.8955
C4 2.6477 -1.9694 1.9324
C5 -4.9193 1.3090 -1.1914
C6 -3.5972 -2.5205 0.3519
C7 2.4319 -1.7236 4.2363
C8 3.4877 2.1684 -1.9896
C9 -0.5901 4.3972 -2.2498
C10 -3.0683 0.4613 3.5020
C11 5.0223 -1.8791 1.1003
C12 0.5805 -1.6447 -3.3348
C13 1.8134 -1.4009 -4.1933
C14 0.6589 4.2082 2.8050
H1 2.6589 -1.4180 -3.4990
H2 2.2977 0.1054 -5.4085
H3 -3.8818 2.6949 -2.3379
H4 1.2601 -3.1739 -0.2480
H5 -2.0874 -2.5467 1.7221
H6 0.6008 -1.1649 -2.3597
H7 -1.5983 3.0255 -3.4549
H8 -1.5582 -6.0220 -0.5603
H9 1.3509 2.9982 1.3498
H10 3.7911 -2.1913 -1.1636
H11 -4.8101 0.8028 2.3810
H12 5.6635 -2.0526 0.2340
H13 0.4021 3.4074 -0.7601
H14 1.3584 -1.5416 4.0529
H15 2.1943 1.0312 -3.1035
H16 2.6096 -0.8661 1.9011
H17 -0.9252 2.3913 -1.9975
H18 -0.5916 2.9603 1.7964
H19 -1.0903 0.8032 4.0286
H20 -1.3615 4.3641 2.5943
H21 -3.6390 -2.3786 2.4165
H22 -1.8955 -4.3300 -0.9375
H23 0.9042 5.0374 -1.0629
H24 1.6711 1.4035 -1.4302
H25 0.3921 -2.7076 -3.1715
H26 5.5168 -2.1681 2.0290
H27 2.8805 -1.1198 -0.4011
H28 4.3419 3.2962 -0.4884
H29 -5.5239 -2.3331 1.1416
H30 -0.4249 -2.7753 -0.5955
H31 1.6191 -2.2744 1.6972
H32 -5.3677 -2.1275 -0.5571
H33 -0.2153 0.1463 1.1606
H34 1.8640 -2.1792 -4.9523
H35 -1.4440 0.7952 2.3150
H36 4.9675 -0.7820 1.1648
H37 -3.4014 0.6766 1.4561
H38 -5.0339 3.3526 -1.2188
H39 3.6911 -3.5550 0.9901
H40 -0.0923 -0.0632 -0.5785
H41 2.6263 -2.2155 5.1821
H42 -1.3544 0.9833 0.0341
H43 -3.6642 0.4490 -2.5549
H44 2.7347 2.6915 -0.1517
H45 -0.3270 -1.2727 -3.8234
H46 -4.5066 -0.6678 -1.5298
H47 2.7726 -0.6770 4.2628
H48 2.6249 3.7136 2.3292



The following is a DFT calculation (wB97M-V/def2-TZVPD) of the molecule C5H8O.

Output
ΔE to the lowest compared entry with this formula, charge and spin   114.14 kcal per mole
Charge   0
Total energy   -7357.3058 eV
LUMO level   -0.36 eV

Geometry (Å):
O1 -1.8929 -1.0266 0.5502
C1 1.3050 0.9436 0.4663
C2 -0.2211 0.8249 0.5972
C3 0.4222 -1.5844 0.1071
C4 -0.6677 -0.5332 0.0918
C5 -0.1125 -1.0252 -1.1874
H1 -2.5686 -0.7949 -0.0995
H2 1.7737 -0.0324 0.6592
H3 -0.6231 -1.8180 -1.7353
H4 1.7318 1.6432 1.1885
H5 -0.5204 0.8851 1.6493
H6 -0.7331 1.6406 0.0673
H7 1.6086 1.2561 -0.5383
H8 0.4979 -0.3789 -1.8164



| no. | Kohn-Sham gap (eV) | HOMO (eV) |
| --- | --- | --- |
| 1 | 8.61 | -11.578 |
| 2 | 7.87 | -8.777 |
| 3 | 8.88 | -8.568 |
| 4 | 8.36 | -6.246 |
| 5 | 8.61 | -8.975 |